Density functional theory data (ωB97M-V with the def2-TZVPD basis set) for a 21-piece molecular cluster, C54H150O21 overall in a non-equilibrium geometry.

Last columns: bonded neighbours and bond lengths (Å).
Geometry (Å):
1 C -12.04035 -21.22745 0.08958  C2 1.445, H4 1.098, H5 1.112, H6 1.070
2 C -12.21956 -20.07420 0.94208  C1 1.445, O3 1.478, H7 1.128, H8 1.164
3 O -11.50340 -20.17385 2.23058  C2 1.478, H9 0.971
4 H -10.96838 -21.45282 0.01759  C1 1.098
5 H -12.26064 -20.95186 -0.96545  C1 1.112
6 H -12.60838 -22.05909 0.44981  C1 1.070
7 H -13.32864 -19.91436 1.06929  C2 1.128
8 H -11.77970 -19.16438 0.36351  C2 1.164
9 H -11.84866 -19.61366 2.94523  O3 0.971
10 C -16.53824 -26.10258 1.04251  C11 1.487, H13 1.075, H14 1.040, H15 1.075
11 C -15.40556 -26.64166 1.84030  C10 1.487, O12 1.413, H16 1.081, H17 1.111
12 O -15.68842 -26.56213 3.22253  C11 1.413, H18 1.004
13 H -17.47477 -26.62537 1.11556  C10 1.075
14 H -16.40144 -25.86764 0.03860  C10 1.040
15 H -16.71235 -25.13444 1.47625  C10 1.075
16 H -14.53278 -26.05214 1.59622  C11 1.081
17 H -15.15776 -27.69026 1.56752  C11 1.111
18 H -15.50611 -25.62065 3.52114  O12 1.004
19 C -11.38156 -17.08720 3.61782  C20 1.480, H22 1.107, H23 1.132, H24 1.098
20 C -12.15274 -17.87250 4.60794  C19 1.480, O21 1.406, H25 1.096, H26 1.119
21 O -13.08869 -18.71371 3.98074  C20 1.406, H27 1.004
22 H -10.85381 -16.37016 4.27617  C19 1.107
23 H -11.89010 -16.50236 2.79259  C19 1.132
24 H -10.68998 -17.73883 3.06711  C19 1.098
25 H -12.72125 -17.24064 5.30004  C20 1.096
26 H -11.47705 -18.51759 5.22345  C20 1.119
27 H -13.74921 -19.04546 4.66056  O21 1.004
28 C -12.69366 -24.14330 3.08309  C29 1.510, H31 1.071, H32 1.075, H33 1.089
29 C -13.71630 -23.04318 2.92697  C28 1.510, O30 1.449, H34 1.117, H35 1.124
30 O -14.99932 -23.54111 3.37992  C29 1.449, H36 1.064
31 H -12.88587 -24.89208 2.34153  C28 1.071
32 H -12.76039 -24.58407 4.06118  C28 1.075
33 H -11.66631 -23.90203 2.81275  C28 1.089
34 H -13.93047 -22.94790 1.83504  C29 1.117
35 H -13.39444 -22.10939 3.46401  C29 1.124
36 H -15.15105 -23.15575 4.36037  O30 1.064
37 C -18.03731 -23.67039 4.08881  C38 1.469, H40 1.104, H41 1.092, H42 1.118
38 C -19.43976 -23.23385 4.10109  C37 1.469, O39 1.437, H43 1.073, H44 1.073
39 O -19.62857 -22.02846 4.86008  C38 1.437, H45 1.024
40 H -17.30309 -22.88878 3.82681  C37 1.104
41 H -17.83726 -24.35381 3.26078  C37 1.092
42 H -17.70758 -24.21370 5.00900  C37 1.118
43 H -20.08739 -23.98497 4.51010  C38 1.073
44 H -19.81262 -23.05771 3.11034  C38 1.073
45 H -18.90031 -21.36143 4.58803  O39 1.024
46 C -12.10155 -24.30172 -1.91346  C47 1.464, H49 1.095, H50 1.130, H51 1.096
47 C -11.99041 -25.07605 -0.67644  C46 1.464, O48 1.382, H52 1.057, H53 1.076
48 O -12.56244 -26.33107 -0.76574  C47 1.382, H54 0.925
49 H -11.75933 -23.27009 -1.78142  C46 1.095
50 H -13.17584 -24.15008 -2.22871  C46 1.130
51 H -11.45993 -24.65441 -2.72956  C46 1.096
52 H -12.38348 -24.44638 0.07543  C47 1.057
53 H -10.92600 -25.15489 -0.54060  C47 1.076
54 H -12.50684 -26.90363 -0.04113  O48 0.925
55 C -14.78644 -18.59698 -2.92103  C56 1.537, H58 1.154, H59 1.090, H60 1.089
56 C -16.24024 -18.66098 -2.42715  C55 1.537, O57 1.419, H61 1.098, H62 1.075
57 O -16.12709 -18.77877 -1.01708  C56 1.419, H63 0.946
58 H -14.29885 -19.53391 -2.45691  C55 1.154
59 H -14.21295 -17.70290 -2.67606  C55 1.090
60 H -14.81057 -18.53906 -4.00798  C55 1.089
61 H -16.70495 -19.56565 -2.84220  C56 1.098
62 H -16.88105 -17.82819 -2.65571  C56 1.075
63 H -16.90000 -19.13583 -0.60456  O57 0.946
64 C -16.02462 -20.60598 2.69180  C65 1.545, H67 1.123, H68 1.105, H69 1.070
65 C -16.59881 -20.21147 4.07035  C64 1.545, O66 1.422, H70 1.120, H71 1.118
66 O -18.01559 -20.16012 3.95982  C65 1.422, H72 0.978
67 H -14.90254 -20.62382 2.73630  C64 1.123
68 H -16.30228 -19.92111 1.86994  C64 1.105
69 H -16.24860 -21.59711 2.35580  C64 1.070
70 H -16.25593 -19.23772 4.50575  C65 1.120
71 H -16.25858 -20.97885 4.80935  C65 1.118
72 H -18.23678 -19.28462 3.58541  O66 0.978
73 C -14.01206 -16.96360 0.80562  C74 1.513, H76 1.121, H77 1.083, H78 1.102
74 C -15.14908 -16.04586 0.41379  C73 1.513, O75 1.484, H79 1.085, H80 1.083
75 O -16.53539 -16.54615 0.58513  C74 1.484, H81 0.986
76 H -14.04410 -17.83576 0.10257  C73 1.121
77 H -14.12282 -17.45233 1.76553  C73 1.083
78 H -13.04608 -16.46046 0.63795  C73 1.102
79 H -15.08316 -15.72988 -0.62158  C74 1.085
80 H -15.24839 -15.16633 1.03862  C74 1.083
81 H -16.62680 -17.31585 -0.02439  O75 0.986
82 C -20.36138 -20.80255 0.17695  C83 1.568, H86 1.051, H87 1.056, H88 1.041
83 C -18.82446 -20.74802 0.48211  C82 1.568, C84 1.532, O85 1.419, H89 1.067
84 C -18.01302 -21.48134 -0.59022  C83 1.532, H90 1.110, H91 1.074, H92 1.092
85 O -18.39718 -19.41235 0.26745  C83 1.419, H93 1.008
86 H -20.91181 -20.27431 0.89946  C82 1.051
87 H -20.66997 -21.81157 0.21436  C82 1.056
88 H -20.49213 -20.47956 -0.80358  C82 1.041
89 H -18.58258 -21.01510 1.48641  C83 1.067
90 H -18.19094 -21.15039 -1.63424  C84 1.110
91 H -18.32279 -22.50623 -0.66988  C84 1.074
92 H -16.92948 -21.55378 -0.47719  C84 1.092
93 H -18.57046 -18.73464 0.99357  O85 1.008
94 C -20.10239 -16.66344 2.13664  C95 1.498, H98 1.107, H99 1.105, H100 1.085
95 C -18.84302 -16.70168 2.94750  C94 1.498, C96 1.582, O97 1.433, H101 1.083
96 C -19.00937 -16.81589 4.51667  C95 1.582, H102 1.115, H103 1.105, H104 1.055
97 O -18.01948 -17.78862 2.50639  C95 1.433, H105 0.986
98 H -20.53602 -17.67654 2.03685  C94 1.107
99 H -20.03604 -16.20620 1.13260  C94 1.105
100 H -20.81190 -16.11328 2.74501  C94 1.085
101 H -18.32809 -15.77747 2.71371  C95 1.083
102 H -19.69416 -16.07641 4.99282  C96 1.115
103 H -18.03938 -16.68688 5.03064  C96 1.105
104 H -19.47289 -17.72938 4.76860  C96 1.055
105 H -17.25524 -17.40350 2.01660  O97 0.986
106 C -23.70311 -21.09708 3.36296  C107 1.507, H110 1.121, H111 1.070, H112 1.104
107 C -22.84321 -20.35105 4.35083  C106 1.507, C108 1.500, O109 1.443, H113 1.142
108 C -22.86603 -20.97955 5.71234  C107 1.500, H114 1.092, H115 1.102, H116 1.102
109 O -21.54343 -19.93800 3.88053  C107 1.443, H117 0.964
110 H -23.29610 -22.10680 3.09461  C106 1.121
111 H -23.95870 -20.58308 2.45993  C106 1.070
112 H -24.68385 -21.27607 3.83735  C106 1.104
113 H -23.36692 -19.34097 4.44385  C107 1.142
114 H -22.15135 -20.41257 6.31181  C108 1.092
115 H -22.64033 -22.05499 5.62823  C108 1.102
116 H -23.85472 -20.96521 6.19790  C108 1.102
117 H -20.90510 -20.62328 4.11041  O109 0.964
118 C -20.37045 -23.97381 8.02626  C119 1.507, H122 1.113, H123 1.102, H124 1.100
119 C -20.89277 -22.56266 8.10234  C118 1.507, C120 1.544, O121 1.400, H125 1.094
120 C -21.26428 -22.13900 9.53987  C119 1.544, H126 1.081, H127 1.069, H128 1.163
121 O -19.87576 -21.73144 7.61897  C119 1.400, H129 0.979
122 H -20.33393 -24.36820 6.98627  C118 1.113
123 H -20.96090 -24.68348 8.62793  C118 1.102
124 H -19.41218 -24.01007 8.56490  C118 1.100
125 H -21.78798 -22.54036 7.47321  C119 1.094
126 H -21.54606 -23.01661 10.10550  C120 1.081
127 H -22.09469 -21.47930 9.67339  C120 1.069
128 H -20.41884 -21.52992 10.05617  C120 1.163
129 H -19.79886 -21.90653 6.65870  O121 0.979
130 C -13.70715 -19.64474 8.51245  C131 1.518, H134 1.090, H135 1.117, H136 1.087
131 C -14.89455 -19.52170 7.57521  C130 1.518, C132 1.500, O133 1.502, H137 1.112
132 C -15.40691 -18.11281 7.54224  C131 1.500, H138 1.087, H139 1.068, H140 1.095
133 O -14.44522 -19.83687 6.17655  C131 1.502, H141 1.007
134 H -13.43048 -20.66969 8.75814  C130 1.090
135 H -13.97842 -19.12488 9.46259  C130 1.117
136 H -12.82442 -19.19508 8.06414  C130 1.087
137 H -15.72195 -20.21996 7.83106  C131 1.112
138 H -15.54875 -17.69730 8.53641  C132 1.087
139 H -16.30460 -17.96476 6.98330  C132 1.068
140 H -14.58585 -17.58425 7.04779  C132 1.095
141 H -14.03612 -20.75654 6.17213  O133 1.007
142 C -15.86740 -23.72975 7.05702  C143 1.517, H146 1.117, H147 1.087, H148 1.086
143 C -14.37215 -23.51975 7.20407  C142 1.517, C144 1.494, O145 1.492, H149 1.089
144 C -13.50600 -24.71963 7.40743  C143 1.494, H150 1.104, H151 1.118, H152 1.096
145 O -13.86081 -22.94008 5.92843  C143 1.492, H153 1.000
146 H -16.07570 -24.49376 6.26967  C142 1.117
147 H -16.33919 -22.81318 6.71119  C142 1.087
148 H -16.34388 -23.96374 8.00427  C142 1.086
149 H -14.18669 -22.80316 8.00227  C143 1.089
150 H -13.65709 -25.30327 8.33238  C144 1.104
151 H -12.45131 -24.35143 7.35998  C144 1.118
152 H -13.46815 -25.49401 6.63337  C144 1.096
153 H -12.86431 -23.01942 5.91953  O145 1.000
154 C -9.03255 -22.79597 6.75207  C155 1.510, H158 1.136, H159 1.113, H160 1.038
155 C -10.32885 -22.10490 6.40277  C154 1.510, C156 1.538, O157 1.441, H161 1.090
156 C -10.24892 -20.56864 6.39877  C155 1.538, H162 1.105, H163 1.082, H164 1.089
157 O -10.99814 -22.59634 5.22477  C155 1.441, H165 0.921
158 H -8.19110 -22.76218 5.98982  C154 1.136
159 H -9.27773 -23.87713 6.85115  C154 1.113
160 H -8.70132 -22.36339 7.63611  C154 1.038
161 H -11.10402 -22.29262 7.14534  C155 1.090
162 H -11.29742 -20.31038 6.16422  C156 1.105
163 H -9.67068 -20.21307 5.55677  C156 1.082
164 H -9.86691 -20.23488 7.36238  C156 1.089
165 H -10.50779 -22.54823 4.44710  O157 0.921
166 C -16.39173 -29.71705 4.39753  C167 1.511, H170 1.103, H171 1.078, H172 1.114
167 C -16.09240 -28.75926 5.52706  C166 1.511, C168 1.550, O169 1.410, H173 1.092
168 C -17.41338 -28.07926 5.96875  C167 1.550, H174 1.127, H175 1.118, H176 1.099
169 O -15.47785 -29.40816 6.61717  C167 1.410, H177 0.961
170 H -16.94213 -29.28362 3.54560  C166 1.103
171 H -17.00095 -30.53548 4.74504  C166 1.078
172 H -15.49383 -30.21520 3.96649  C166 1.114
173 H -15.40543 -28.02757 5.09664  C167 1.092
174 H -17.91570 -27.63045 5.06491  C168 1.127
175 H -17.04238 -27.32362 6.70449  C168 1.118
176 H -18.17343 -28.73594 6.41401  C168 1.099
177 H -15.35377 -28.83909 7.38169  O169 0.961
178 C -18.53014 -17.14227 9.65689  C179 1.478, H182 1.112, H183 1.167, H184 1.091
179 C -19.32722 -18.34378 9.33207  C178 1.478, C180 1.589, O181 1.420, H185 1.182
180 C -20.67901 -17.90353 8.62148  C179 1.589, H186 1.083, H187 1.069, H188 1.125
181 O -18.55589 -19.12769 8.43400  C179 1.420, H189 0.929
182 H -18.91480 -16.49900 10.47799  C178 1.112
183 H -18.47203 -16.43018 8.73403  C178 1.167
184 H -17.46568 -17.27328 9.85908  C178 1.091
185 H -19.60588 -18.97710 10.29058  C179 1.182
186 H -20.35981 -17.12487 7.93930  C180 1.083
187 H -21.43591 -17.70550 9.35055  C180 1.069
188 H -20.94583 -18.79933 7.99569  C180 1.125
189 H -18.75653 -20.03434 8.45916  O181 0.929
190 C -7.02454 -22.15811 2.88823  C191 1.517, H194 1.077, H195 1.141, H196 1.088
191 C -8.12511 -21.21045 2.45178  C190 1.517, C192 1.569, O193 1.425, H197 1.111
192 C -8.00819 -20.98368 0.90351  C191 1.569, H198 1.087, H199 1.142, H200 1.081
193 O -9.40119 -21.65219 2.90720  C191 1.425, H201 0.983
194 H -6.04697 -21.95351 2.48516  C190 1.077
195 H -7.37437 -23.17295 2.50057  C190 1.141
196 H -6.99663 -22.18084 3.97516  C190 1.088
197 H -7.99507 -20.20723 2.91130  C191 1.111
198 H -8.92255 -20.44551 0.66679  C192 1.087
199 H -7.96520 -21.94398 0.28777  C192 1.142
200 H -7.09625 -20.50358 0.57865  C192 1.081
201 H -10.19748 -21.18520 2.56854  O193 0.983
202 C -25.04348 -13.30754 10.33759  C203 1.530, H206 1.128, H207 1.123, H208 1.081
203 C -23.70484 -13.83375 10.86021  C202 1.530, C204 1.503, O205 1.435, H209 1.103
204 C -22.67081 -13.68896 9.77844  C203 1.503, H210 1.083, H211 1.088, H212 1.073
205 O -23.37892 -13.23038 12.12125  C203 1.435, H213 0.968
206 H -25.28652 -13.86777 9.38973  C202 1.128
207 H -24.94425 -12.18957 10.29503  C202 1.123
208 H -25.88610 -13.50349 10.98537  C202 1.081
209 H -23.81505 -14.91737 11.03400  C203 1.103
210 H -21.70911 -14.05225 10.12030  C204 1.083
211 H -22.42421 -12.64623 9.58758  C204 1.088
212 H -22.82436 -14.25631 8.88050  C204 1.073
213 H -23.29110 -12.31169 11.82863  O205 0.968
214 C -15.07926 -15.63728 4.05972  C215 1.527, H218 1.111, H219 1.101, H220 1.113
215 C -15.00322 -14.26547 4.72634  C214 1.527, C216 1.522, O217 1.455, H221 1.153
216 C -14.89175 -14.20944 6.24330  C215 1.522, H222 1.072, H223 1.098, H224 1.099
217 O -13.93097 -13.48324 4.13070  C215 1.455, H225 0.967
218 H -16.05786 -16.08313 4.33826  C214 1.111
219 H -14.26100 -16.23253 4.49291  C214 1.101
220 H -15.01620 -15.55163 2.95148  C214 1.113
221 H -16.01724 -13.80324 4.42862  C215 1.153
222 H -15.70515 -14.71887 6.72087  C216 1.072
223 H -14.80775 -13.16691 6.57902  C216 1.098
224 H -14.05184 -14.85796 6.52923  C216 1.099
225 H -13.17308 -13.83911 4.61500  O217 0.967

Output
Lowest unoccupied orbital energy (eV): 0.469
Energy relative to the best compared isomer or geometry (same formula, charge and spin) (kcal/mol): 39.5
Energy (a.u.): -3727.23703
Charge: 0
2S+1: 1